The following is a DFT calculation (ωB97M-V/def2-TZVPD) of a cluster of 10 separate species, C38H50BBrClN4O28 in total.

Computed properties:
E_LUMO, eV: -2.4
Total charge: +1
Max |F|, Eh/bohr: 0.019
E_HOMO, eV: -11.51
Orbital gap, eV: 9.130

XYZ file:
```
123
Properties=species:S:1:pos:R:3:forces:R:3
Br -8.774078 3.162589 1.398713 -0.06 0.07 0.05
Cl -2.701890 3.831891 -3.471698 0.13 -0.01 -0.10
O 3.511922 3.037322 0.992547 -0.04 0.00 -0.03
O -2.863998 -0.702707 4.789598 0.05 -0.05 0.04
O -1.526868 1.594353 7.855760 0.12 0.14 0.34
O -0.790838 3.141507 9.310336 0.00 0.03 0.05
O -5.539419 0.282312 0.375961 -0.47 0.85 -0.16
O -6.488634 5.371281 5.684807 0.00 0.03 -0.03
O 10.030553 0.827026 -2.416732 0.01 0.01 0.01
O 5.178620 2.776942 -0.500100 0.04 -0.04 0.01
O 5.264619 -5.034360 -6.331932 -0.05 -0.14 -0.14
O 3.140565 -3.294902 -4.146831 -0.03 0.03 0.02
O -5.545292 5.610530 3.681093 0.00 0.00 -0.02
O -4.690661 -0.293667 5.974086 0.00 -0.05 0.02
O 6.852706 -3.912454 -1.711878 -0.05 -0.01 -0.03
O -4.865441 -0.746663 3.781369 -0.04 0.07 -0.07
O 6.432664 -6.948533 -6.534505 -0.01 -0.01 0.02
O 4.978570 -6.309577 -8.137713 -0.02 0.03 0.04
O -2.320592 1.666441 9.956195 0.01 0.01 0.05
O -3.221826 -6.096031 -4.524698 -0.02 0.02 0.05
O 3.468096 -1.453998 -2.945872 0.01 0.04 0.04
O -2.894982 -4.264484 -3.301569 -0.11 -0.02 0.07
O 4.538788 -1.702764 -4.908601 -0.03 -0.01 -0.05
O -1.792876 -4.510854 -5.248712 0.01 0.03 0.01
O 7.501352 -5.811512 -0.690038 -0.01 0.00 0.02
O 7.713700 -5.574137 -2.920454 0.00 0.11 0.05
O 9.596145 0.709880 -0.239824 0.00 0.03 -0.01
O 4.252262 0.985397 0.437873 0.02 0.02 -0.03
O -4.381568 4.643966 5.352905 0.01 -0.05 -0.02
O 8.138236 -0.165481 -1.710952 -0.04 -0.03 -0.04
N -5.136856 3.588145 -0.503186 0.07 0.16 0.36
N -1.093519 -1.000790 -1.870939 -0.37 0.85 0.06
N -3.995519 1.386247 1.985514 -0.27 -0.06 -0.34
N -3.591005 2.390071 -1.383279 -0.12 -0.41 0.49
C -4.641589 4.306423 -1.566044 0.17 0.04 -0.30
C -3.672157 3.546979 -2.126778 -0.04 0.08 0.00
C 2.523993 -3.544026 -2.875207 -0.07 -0.07 0.16
C 10.948778 1.174053 -0.341938 0.16 0.05 -0.01
C -4.195889 -0.596835 4.768380 -0.07 -0.08 -0.01
C -8.148395 3.932899 -1.301522 -0.25 0.28 0.09
C -2.335007 -0.943033 -2.355076 0.00 -0.69 -0.27
C -0.684954 0.108313 -1.249257 0.55 -0.28 0.04
C 5.089409 0.490686 -0.619653 0.12 -0.25 -0.13
C -2.732848 1.250796 -1.563541 0.33 -0.23 -0.36
C 9.159442 0.402026 -1.479754 0.03 -0.09 0.00
C 7.193083 -4.627771 -3.865798 -0.01 0.17 0.01
C 2.384372 -2.143165 -2.310547 -0.18 -0.06 0.11
C -1.247798 3.592192 10.593042 -0.05 0.05 0.15
C -1.905745 2.344100 11.151595 0.04 0.08 0.13
C 4.478689 -4.262782 -7.238986 -0.23 0.35 -0.12
C 5.635846 -6.179886 -6.960243 0.05 0.02 -0.08
C 3.785011 -2.109209 -4.083093 0.03 -0.05 -0.04
C -2.393857 -0.215693 6.073873 -0.06 -0.05 -0.15
C -4.001983 -4.945456 -2.698686 -0.09 -0.07 0.07
C -5.371529 5.158349 4.953697 0.01 -0.01 0.05
C 6.004451 1.663494 -0.885143 0.02 -0.03 -0.02
C 3.950553 -5.311826 -8.195187 -0.06 -0.03 0.10
C -6.224639 3.993522 0.380918 -0.93 -0.19 -0.09
C -6.927343 5.937657 3.509637 -0.11 0.04 -0.07
C -7.381420 6.199596 4.932593 -0.06 0.05 -0.05
C 7.068252 -3.372963 -3.022097 0.08 0.04 -0.15
C -3.198185 0.130517 -2.225014 -0.10 0.28 0.08
C 7.372908 -5.166884 -1.680065 0.00 -0.04 0.02
C -7.528616 3.306567 -0.069980 0.64 -0.43 -0.60
C -4.486901 2.430187 -0.385133 0.02 0.16 -0.41
C -1.441840 1.253053 -1.077353 -0.17 0.31 0.19
C -3.622935 -0.410878 6.935648 0.14 0.03 0.17
C -1.540758 2.091472 8.940276 0.02 0.02 -0.08
C 4.246707 2.336218 0.371704 -0.03 0.03 0.01
C -2.561093 -4.923101 -4.444525 0.10 0.02 -0.07
C -3.864435 -6.344538 -3.269945 -0.07 -0.04 0.12
C 11.009213 1.657553 -1.778839 0.12 0.09 0.07
B -4.701312 1.295699 0.733987 0.03 -0.45 0.30
H -4.986276 5.280798 -1.856744 -0.11 0.04 0.10
H 3.700627 -3.733750 -6.697765 0.05 -0.04 0.11
H -5.989634 3.696034 1.399534 0.22 0.18 0.06
H 11.620243 0.335905 -0.152878 -0.01 -0.02 -0.03
H 11.981525 1.521481 -2.242885 -0.06 -0.13 -0.09
H -7.238372 7.238424 5.232317 0.04 0.00 -0.01
H 5.124159 -3.537023 -7.735878 0.03 -0.01 0.00
H 5.625338 -0.400234 -0.305519 -0.05 0.02 0.16
H -0.412378 3.947000 11.188965 0.11 -0.06 -0.12
H -4.624581 1.614625 2.754894 0.32 0.32 0.15
H -1.035195 2.104465 -0.550607 0.03 0.04 0.00
H -3.924753 -4.910571 -1.615367 0.15 0.06 -0.01
H 10.704204 2.699687 -1.882479 -0.03 0.00 0.02
H -7.423020 5.075437 3.062165 -0.13 0.04 0.06
H 4.458628 0.247276 -1.474267 0.04 0.05 -0.04
H 6.233889 -4.983017 -4.230515 -0.02 -0.04 0.02
H 3.821429 -4.949075 -9.210832 0.16 -0.10 -0.06
H -7.036284 6.800452 2.856594 0.15 0.02 0.01
H 6.893381 1.641945 -0.255979 -0.04 0.05 0.07
H -8.829739 3.239146 -1.785474 -0.10 -0.01 0.02
H -3.723456 0.337128 7.713611 -0.12 0.09 -0.12
H 7.871999 -4.513655 -4.705610 0.09 -0.16 0.05
H -3.217850 -6.981212 -2.664863 0.03 0.03 0.01
H 2.489788 -2.105714 -1.229009 0.18 0.07 -0.02
H -8.701409 4.836173 -1.046959 -0.01 0.05 0.01
H -7.263712 2.281205 -0.324666 -0.08 -0.13 0.22
H 0.327990 0.104949 -0.865707 0.04 -0.07 0.05
H 3.193257 -4.168200 -2.281342 0.04 0.04 0.00
H -2.761928 2.550114 11.786883 -0.11 -0.05 -0.12
H 7.980822 -2.775171 -3.010664 0.00 -0.01 0.02
H -1.955411 4.408210 10.443446 -0.03 -0.02 -0.02
H -2.108041 0.822976 5.961902 -0.10 -0.02 -0.08
H -6.365249 5.068952 0.310612 0.29 0.11 0.20
H 3.014833 -5.756858 -7.852561 0.01 0.00 0.03
H 11.137281 1.955749 0.387985 -0.16 0.00 0.04
H -7.386286 4.208723 -2.031867 0.11 -0.10 0.00
H 1.574828 -4.056380 -3.003515 0.00 0.04 -0.20
H -6.048781 -0.004079 1.149915 0.46 -0.68 0.00
H -4.927178 -4.457161 -3.009781 0.00 -0.02 -0.04
H -3.697549 0.435353 2.213463 -0.08 0.03 0.25
H -8.411950 5.911753 5.119998 0.05 -0.13 0.08
H -4.199688 0.083659 -2.626789 -0.04 0.01 -0.04
H 6.301960 1.745159 -1.925108 -0.10 0.16 -0.02
H -1.534910 -0.790158 6.403341 -0.01 -0.10 -0.14
H -2.670954 -1.816242 -2.897224 0.00 -0.14 0.01
H 1.449716 -1.658662 -2.595988 -0.03 -0.09 -0.05
H 6.238127 -2.737825 -3.315639 -0.03 -0.01 0.11
H -4.815679 -6.845145 -3.424849 0.02 0.02 -0.16
H -1.204444 1.705023 11.688926 0.03 0.00 -0.03
H -3.671730 -1.404962 7.381591 -0.01 -0.03 -0.05
```
Positions in Å, forces in eV/Å.

These are the Mulliken partial charges, in e, on atoms 1 to 99:
1 Br -0.116
2 Cl -0.153
3 O -0.554
4 O -0.314
5 O -0.474
6 O -0.325
7 O -0.737
8 O -0.320
9 O -0.307
10 O -0.382
11 O -0.167
12 O -0.339
13 O -0.327
14 O -0.331
15 O -0.329
16 O -0.612
17 O -0.506
18 O -0.362
19 O -0.305
20 O -0.333
21 O -0.259
22 O -0.206
23 O -0.538
24 O -0.502
25 O -0.559
26 O -0.370
27 O -0.314
28 O -0.377
29 O -0.530
30 O -0.525
31 N 0.398
32 N -0.462
33 N -0.483
34 N 0.665
35 C -0.448
36 C 0.286
37 C -0.326
38 C -0.303
39 C 0.661
40 C -1.337
41 C -0.589
42 C -0.390
43 C -0.026
44 C -0.745
45 C 0.687
46 C 0.068
47 C -0.274
48 C -0.325
49 C -0.297
50 C -0.101
51 C 0.573
52 C 0.610
53 C -0.177
54 C -0.323
55 C 0.650
56 C -0.094
57 C -0.374
58 C -0.979
59 C 0.190
60 C -0.382
61 C 0.146
62 C 0.174
63 C 0.639
64 C 0.481
65 C 0.009
66 C -0.497
67 C -0.255
68 C 0.589
69 C 0.584
70 C 0.561
71 C -0.349
72 C -0.326
73 B 0.551
74 H 0.573
75 H 0.133
76 H 0.310
77 H 0.280
78 H 0.294
79 H 0.259
80 H 0.208
81 H 0.317
82 H 0.295
83 H 0.205
84 H 0.529
85 H 0.305
86 H 0.260
87 H -0.201
88 H 0.041
89 H 0.058
90 H 0.318
91 H 0.342
92 H 0.109
93 H 0.401
94 H 0.166
95 H 0.343
96 H 0.260
97 H 0.447
98 H 0.389
99 H 0.259